(1)
Below is a structure of composition C26H40AlF12IN2O11P, with properties calculated with ωB97M-V/def2-TZVPD.

Positions of all 94 atoms, in Å:
I: -3.95218 4.20556 -1.20472
P: -8.33910 -1.93612 -0.07747
Al: -6.62604 -0.25353 -0.08305
F: 14.05511 -7.72493 -2.47179
F: 1.08464 -0.08550 0.92448
F: 8.51132 -4.74620 0.19216
F: 2.17187 -0.92067 2.60050
F: 8.14404 -3.54747 1.95390
F: 13.14154 -7.62971 -4.43510
F: -3.68776 8.22418 -3.50220
F: -2.63919 6.38288 -3.96508
F: 13.57190 -9.54775 -3.52845
F: 0.20903 -1.67738 2.10287
F: 9.36908 -2.76507 0.34716
F: -2.80478 7.04912 -1.91102
O: -8.87866 0.54983 2.39868
O: 11.47847 -7.13128 -2.14553
O: -10.11500 0.64745 4.29290
O: -7.44849 -0.70990 3.65153
O: 6.57569 -3.39836 -1.05778
O: 11.04041 -9.28339 -2.68790
O: 1.17609 1.42484 3.36871
O: 6.66129 -1.81890 0.56160
O: -0.73924 8.70382 -2.36866
O: -0.84766 0.41763 3.42024
O: -1.03353 8.40309 -4.58815
N: -5.03327 -0.99114 -0.56789
N: -8.14207 -3.10498 0.99973
C: 7.04285 -2.90948 -0.07184
C: 0.15815 9.16726 -4.87558
C: -9.71631 2.66934 3.06398
C: -9.60399 1.19446 3.36355
C: 0.64610 2.14833 5.64276
C: 11.74670 -8.31951 -2.65292
C: 0.29470 0.47733 3.08278
C: -3.77946 -2.82082 0.45302
C: 0.94990 -0.58235 2.16339
C: 0.67255 2.51665 4.17740
C: 5.51428 -1.12157 0.00772
C: -4.07731 -1.36808 0.15104
C: 13.16435 -8.30857 -3.27910
C: -6.15534 2.15445 -1.92809
C: -2.64691 7.44648 -3.16476
C: -1.33581 8.26169 -3.30552
C: -6.58383 0.57690 1.80267
C: 4.21722 -1.75490 0.45128
C: 1.40178 8.32151 -4.72310
C: -7.21513 1.16360 -1.38533
C: -3.06577 -0.39146 0.74595
C: 10.13906 -7.52812 -0.14349
C: 10.16718 -6.97149 -1.54776
C: 8.28866 -3.50663 0.62882
C: -4.93720 2.28505 -1.02066
C: -7.56714 0.03944 2.74339
H: -10.06455 3.19404 3.94940
H: -0.31506 2.79691 3.81389
H: -8.47901 -2.44226 -1.40858
H: -3.92035 -3.00053 1.52200
H: 9.17271 -7.32643 0.31602
H: 3.37884 -1.15990 0.08897
H: -10.42911 2.81133 2.25124
H: -0.05647 1.33735 5.82806
H: 1.53244 8.00445 -3.68955
H: 5.60931 -1.09653 -1.07699
H: 5.61141 -0.10713 0.38683
H: 4.12155 -2.76520 0.05456
H: -8.75753 3.06804 2.73678
H: 0.02490 9.49881 -5.90283
H: -7.61197 0.60455 -2.24285
H: -4.15501 1.57862 -1.26007
H: 0.18352 10.04181 -4.22647
H: -4.43358 -3.46465 -0.12911
H: 1.36101 3.33537 3.98180
H: 4.17302 -1.80490 1.53821
H: -5.18897 2.21568 0.03273
H: -6.59772 3.14689 -2.05119
H: 9.42280 -7.44473 -2.18645
H: 9.99185 -5.89956 -1.55216
H: 1.63587 1.83503 5.97607
H: -2.73441 -3.05757 0.22611
H: -2.54764 0.10458 -0.07841
H: 2.27689 8.89902 -5.02147
H: -5.82153 1.85777 -2.92404
H: 10.91672 -7.06376 0.46363
H: -6.83445 1.61757 1.59215
H: -5.61102 0.49963 2.29093
H: -9.58735 -1.26324 0.02897
H: -3.55800 0.38542 1.33196
H: -2.31746 -0.88480 1.36610
H: 10.30390 -8.60506 -0.14444
H: 0.33686 3.01252 6.23047
H: -8.06662 1.73046 -0.99211
H: 1.33762 7.43390 -5.35241
H: -8.92621 -3.19914 1.63296

Atoms 1-2, force components in eV/Å:
-0.1 -0.2 0.0
0.3 -0.2 0.5

Summary:
- Total charge: -1
- Max |F|: 0.9 eV/A
- Highest occupied orbital energy: -3.89 eV

(2)
Below is a structure of composition C26H40Cl3N4O3PrSi at a distorted geometry, with properties calculated with ωB97M-V/def2-TZVPD.

Positions of all 78 atoms, in Å:
Pr: -2.55591 -1.11861 -0.35985
Cl: -1.12042 -1.07934 1.96577
Cl: -0.43524 -1.92089 -1.29188
Cl: -4.32478 -2.46271 -1.75241
Si: 2.02794 -2.50342 0.39269
O: -1.54511 0.61267 -2.40689
O: -4.46719 -1.77145 1.51111
O: 2.54442 -0.99426 -0.05159
N: 0.19105 1.16311 -3.85926
N: -5.08981 -3.00358 3.37264
N: -3.01687 1.28062 0.75768
N: -3.94368 6.07474 3.13783
C: 5.02379 2.23421 -3.04239
C: -3.04404 1.41750 2.10502
C: -3.11541 2.65340 2.75215
C: 1.69822 1.71255 -0.92405
C: 3.42314 0.15740 0.07315
C: 0.96374 -4.22573 -0.18104
C: 0.86257 2.85411 -0.87710
C: 1.44111 -2.94072 2.17124
C: -6.50273 -3.21993 2.98761
C: 0.60047 2.13162 -4.89404
C: 4.45541 0.64159 -1.10330
C: 0.44100 3.31388 0.39142
C: -3.66624 5.06274 2.61849
C: -4.20172 -2.39579 2.57567
C: 2.09118 1.84882 1.46031
C: 2.36235 1.27204 0.22103
C: -4.66432 -3.68543 4.61980
C: 3.57890 -2.97794 -0.49030
C: 1.07840 2.84223 1.54527
C: 5.71021 -0.17464 -1.19905
C: -3.37000 3.79326 1.98293
C: 4.32115 1.82251 -1.76662
C: -3.35418 3.66298 0.58420
C: -3.21836 2.39041 0.01629
C: 0.88653 -0.13289 -3.86860
C: -0.87581 1.43859 -3.07023
H: -3.50758 4.53408 -0.05497
H: 1.38978 -5.10908 0.37240
H: 0.72044 3.20480 2.52960
H: -3.25010 2.25446 -1.06539
H: 4.29813 -2.23838 -0.12958
H: 1.64074 -2.06855 2.81042
H: -3.65632 -3.33930 4.90812
H: 2.01113 -3.83701 2.52321
H: 5.47545 -1.11766 -1.72331
H: 1.03852 -4.51366 -1.23810
H: -5.39361 -3.44174 5.41319
H: -6.60492 -4.20735 2.48057
H: -0.11070 -4.29983 0.05200
H: 3.70531 2.66875 -1.38581
H: -1.06619 2.53887 -3.08750
H: 6.14286 2.26198 -3.07954
H: 0.35082 -3.19207 2.27716
H: 1.45217 -0.29223 -2.93306
H: 6.12985 -0.37456 -0.19472
H: -4.62860 -4.79008 4.48105
H: 1.59144 -0.06646 -4.71545
H: 1.94454 1.16020 -1.85100
H: 0.53233 3.30687 -1.83458
H: 2.65231 1.49729 2.33672
H: 1.49375 2.69302 -4.56767
H: 4.70167 1.55586 -3.86012
H: -0.21862 2.84299 -5.07764
H: 3.98915 0.01210 0.95578
H: 0.17618 -0.95930 -3.99848
H: -3.04701 2.68685 3.84052
H: -6.80232 -2.41513 2.32063
H: -0.38338 4.03345 0.46546
H: 0.84426 1.57323 -5.81304
H: 3.33513 -2.74561 -1.53911
H: -7.07553 -3.23992 3.93603
H: 3.90979 -3.99568 -0.28629
H: -2.95093 0.50686 2.68142
H: -3.15991 -2.48566 2.96385
H: 4.63057 3.24501 -3.30085
H: 6.50967 0.37894 -1.71561

Atoms 1-2, force components in eV/Å:
-1.0 0.7 0.6
-0.4 0.0 -0.1

Summary:
- Multiplicity: 3
- Total charge: 0
- Relative energy (zero: lowest compared OMol25 entry of this formula, charge and spin): 2.136 eV
- Max |F|: 3.6 eV/A
- Highest occupied orbital energy (spin up / spin down): -7.81 / -7.81 eV

(3)
Below is an isolated molecule of C26H40N4O2, with properties calculated with ωB97M-V/def2-TZVPD.

Positions of all 72 atoms, in Å:
O: 1.98902 3.25073 -0.59895
O: -2.26684 2.54192 2.82056
N: 0.16350 -2.05389 0.87043
N: 3.22287 1.49665 0.12255
N: -3.32257 1.64942 1.04814
N: 1.32345 2.18543 1.28204
C: 0.92341 -0.84048 1.05484
C: -3.47996 0.27806 -2.84531
C: 3.54995 0.78851 -2.23390
C: 0.04052 -4.45571 1.41144
C: -2.33637 0.87642 -2.38104
C: -1.11981 1.97787 -0.51869
C: -2.27686 1.34711 -1.06553
C: -2.32189 -1.72055 1.35448
C: -4.60986 0.12899 -2.03291
C: 5.49327 1.04175 -0.64810
C: -1.18061 -1.91551 0.34843
C: -1.07095 2.40184 0.76351
C: 0.34654 -3.04655 1.91146
C: 2.16228 2.35387 0.21038
C: 3.56950 -0.72104 -2.01239
C: 0.61860 0.01584 2.29436
C: 4.98200 -1.19143 -1.67879
C: -4.58236 0.59133 -0.72291
C: 0.15647 3.04722 1.34924
C: 1.51048 1.26191 2.37591
C: -3.40745 1.19556 -0.24177
C: -2.22243 2.22781 1.64095
C: 5.50682 -0.47165 -0.44028
C: 4.10452 1.55853 -1.02710
C: -5.76332 0.46954 0.20023
C: -5.82767 -0.53178 -2.60918
H: -6.08710 1.45536 0.53610
H: 3.21480 -1.22531 -2.91386
H: 0.39499 3.95212 0.78158
H: 6.52688 -0.79751 -0.22528
H: 0.78039 -0.22670 0.16031
H: 2.53302 1.13259 -2.42989
H: -6.67988 0.14655 -2.59732
H: -1.47311 0.99014 -3.01905
H: -3.51698 -0.08587 -3.86132
H: -0.26204 2.12432 -1.16005
H: 1.26410 1.79380 3.30256
H: -1.39655 -2.81546 -0.23819
H: -6.60329 -0.00730 -0.29131
H: -1.17461 -1.07182 -0.34562
H: 4.16299 2.61993 -1.29195
H: -2.42033 -2.58472 2.00659
H: -4.12611 1.54234 1.65420
H: 5.64176 -0.98001 -2.52349
H: -0.25701 -2.84011 2.81025
H: -3.25175 -1.60063 0.80352
H: -5.50676 -0.12536 1.07805
H: -1.02287 -4.59204 1.23658
H: 0.36090 -5.18409 2.15239
H: 4.98631 -2.27086 -1.51221
H: 2.89045 -0.99144 -1.20098
H: -5.64396 -0.82712 -3.63871
H: 1.97831 -1.14491 1.10138
H: 4.15942 1.03336 -3.10607
H: 5.83056 1.54775 0.25848
H: 6.18523 1.29580 -1.45306
H: 4.89291 -0.73882 0.42358
H: -0.42128 0.33855 2.27454
H: 1.39894 -3.00655 2.20755
H: 2.56285 0.97450 2.43914
H: 3.16602 0.60355 0.57875
H: -6.09232 -1.42330 -2.04188
H: -2.16850 -0.83923 1.97080
H: 0.57279 -4.64155 0.48251
H: -0.04630 3.30860 2.39096
H: 0.77290 -0.57627 3.19829

Atoms 1-2, force components in eV/Å:
-0.1 0.3 -0.5
0.1 0.1 0.2

Summary:
- Total charge: 0
- Relative energy (zero: lowest compared OMol25 entry of this formula, charge and spin): 0.101 eV
- Max |F|: 0.7 eV/A
- Highest occupied orbital energy: -8.11 eV
- SMILES string: CCN(CC)CCCN(Cc1cc2ccc(C)c(C)c2[nH]c1=O)C(=O)NC1CCCCC1

(4)
Below is a structure of composition C26H40O34S4 at a distorted geometry, with properties calculated with ωB97M-V/def2-TZVPD.

Positions of all 104 atoms, in Å:
S: 2.30512 -4.69116 2.82400
S: -0.84821 0.34520 5.96110
S: -0.30383 0.84287 0.86760
S: -4.95786 2.46212 3.18959
O: 4.19527 0.12578 -2.60583
O: 3.89877 -1.44003 -0.90218
O: 2.81954 -3.97072 1.71208
O: 0.76009 -0.06010 0.07397
O: -1.61820 0.32281 0.70715
O: -4.28094 1.01431 -2.63533
O: -3.16911 5.30144 -5.32781
O: -5.00112 1.71337 4.58655
O: -2.25990 0.95696 -3.50923
O: 2.53859 -6.09539 2.84596
O: -0.49699 -3.38358 -3.13927
O: 0.24903 0.67028 -5.44767
O: 0.66882 -4.79788 -1.95304
O: 0.74071 -4.41309 2.84437
O: -0.07621 2.18479 0.42850
O: 1.29491 1.48319 -3.68562
O: -1.83746 1.59087 5.56903
O: -3.96612 2.12487 -4.54672
O: 3.31944 0.34479 4.11844
O: 0.41548 0.79002 5.13205
O: -1.13896 -3.68504 -1.03258
O: -1.29723 4.65597 -4.27327
O: 4.79757 0.58699 2.51394
O: -4.67515 3.82565 3.34882
O: -1.35987 -0.81019 5.27209
O: -6.18191 2.09690 2.55644
O: -0.51374 0.50627 7.31728
O: -3.21425 4.94203 -3.11751
O: 4.40983 -1.41093 3.38382
O: 1.29969 -0.72535 -4.01562
O: 0.21397 0.60013 2.43488
O: -3.79915 1.73820 2.47652
O: 3.98140 -2.06002 -3.03139
O: 2.71442 -4.11862 4.31712
C: -3.48236 1.45077 -3.66552
C: -3.64965 0.36668 3.02477
C: 4.16211 -0.11155 3.45924
C: -4.72929 0.34619 4.16880
C: -4.52331 5.51819 -4.94750
C: 0.66542 -3.65288 -3.93395
C: -2.21633 0.18546 -2.34088
C: 0.38551 2.25080 4.98604
C: 0.95796 0.38009 -4.38982
C: 1.61569 -3.47400 4.92000
C: 4.28406 0.02068 -4.03415
C: 5.97182 -0.30985 2.19165
C: -1.14921 2.51779 4.72166
C: -0.35180 -3.95276 -1.96817
C: 0.38760 -4.09189 4.23975
C: 0.67500 2.56925 -4.31623
C: -4.58272 5.21180 -3.36570
C: -3.53030 0.44869 -1.58917
C: 5.34278 -1.62766 2.33422
C: 1.23087 -4.92131 -3.28248
C: 4.03017 -1.10416 -2.06160
C: 0.85673 -1.30193 0.94252
C: 4.34459 -1.47505 -4.30812
C: -0.09765 2.04017 -5.50229
C: -2.47746 4.85938 -4.20657
C: 0.84643 -0.72603 2.36535
H: -1.15192 2.19489 -5.43060
H: 6.72281 -0.13535 2.95695
H: 1.04505 2.55878 4.17742
H: 3.33157 0.50465 -4.38529
H: -1.26897 2.28473 3.61267
H: 1.74965 -1.72997 0.59905
H: 1.35214 -2.78168 -3.78433
H: 6.32796 -0.22766 1.21807
H: -0.49848 -3.45262 4.22818
H: -1.50444 3.48563 5.03638
H: -0.05312 -1.99504 0.71969
H: -1.34138 0.57032 -1.75492
H: 2.31066 -4.97497 -3.18990
H: 6.12794 -2.29516 2.65201
H: -3.37777 1.07727 -0.71794
H: 5.33127 -1.83596 -4.55330
H: 0.28037 2.32519 -6.45407
H: 1.57676 -3.56080 6.01596
H: -3.91574 -0.36257 2.25812
H: -5.11827 4.87885 -5.59586
H: -5.70518 0.02078 3.83060
H: 3.57849 -1.80143 -5.05744
H: 0.15660 -5.02512 4.74410
H: -5.14394 4.29187 -3.12255
H: 0.03664 2.91995 -3.52544
H: 1.78648 -2.44813 4.71022
H: 4.85149 -2.02356 1.42167
H: -2.57755 0.20788 3.40060
H: -3.91854 -0.48393 -1.27585
H: 0.65871 2.72356 5.94249
H: 1.47185 3.32428 -4.51377
H: 0.24957 -3.71728 -4.94601
H: -2.13823 -0.87429 -2.57717
H: 0.32995 -1.33770 3.08578
H: 0.89851 -5.85104 -3.70626
H: -4.40438 -0.33555 4.96579
H: 1.84540 -0.41901 2.66819
H: -4.74861 6.55623 -5.19457
H: 5.06653 0.65242 -4.37668
H: -4.81288 6.11100 -2.78210

Atoms 1-2, force components in eV/Å:
0.2 -1.3 -0.2
-0.4 1.4 -2.5

Summary:
- Total charge: 0
- Max |F|: 4.5 eV/A
- Highest occupied orbital energy: -10.57 eV